Record 1
C3H4O as an isolated structure, computed with ωB97M-V/def2-TZVPD.

Its LUMO energy (spin up / spin down) is 0.0266 / -0.0312 Ha. The gap between HOMO and LUMO (spin up / spin down) comes out at 7.6 / 8.8 eV. The value obtained for the HOMO energy (spin up / spin down) is -6.859 / -9.649 eV. As for the spin multiplicity: 3.

Geometry (Å):
C: -0.6904 0.2167 -0.0286
C: -1.9053 0.5893 -0.0631
C: 2.3438 0.2535 0.0311
O: 0.4973 -0.0001 -0.1644
H: -2.1765 1.7032 -0.0229
H: -2.6497 -0.1327 -0.2517
H: 2.3048 0.0459 -1.0510
H: 2.3511 -0.7700 0.4338

Forces on atoms 1 to 3 (eV/Å):
5.097 -0.389 -1.135
-1.916 2.986 0.281
3.153 -2.196 -1.380

---

Record 2
A 12-piece molecular cluster, C55H101F21N4O15 overall, computed with ωB97M-V/def2-TZVPD.

Its LUMO energy (spin up / spin down) is 0.0701 / 0.0701 Ha. The gap between HOMO and LUMO (spin up / spin down) comes out at 2.7 / 7.4 eV. The total charge is -1. The value obtained for the HOMO energy (spin up / spin down) is -0.771 / -5.505 eV. As for the spin multiplicity: 2.

Geometry (Å):
C: 0.2860 -1.5493 -2.7336
C: -0.2085 -1.3599 -1.2867
N: 0.4941 -0.2352 -0.7009
C: 0.1217 1.0665 -1.3651
C: -1.3915 1.3217 -1.5904
C: 0.2991 -0.1714 0.7453
C: 1.1615 -1.2267 1.4523
H: 1.3746 -1.4956 -2.7479
H: -0.0788 -0.6930 -3.3008
H: -0.0954 -2.4897 -3.1315
H: -1.2868 -1.2151 -1.2205
H: -0.1282 -2.3006 -0.7419
H: 0.5057 1.8939 -0.7684
H: 0.6201 1.1187 -2.3331
H: -1.9334 1.1834 -0.6548
H: -1.5333 2.3292 -1.9813
H: -1.8010 0.7422 -2.4178
H: -0.7525 -0.3217 0.9892
H: 0.5552 0.8442 1.0471
H: 2.2114 -0.9437 1.3771
H: 1.0380 -2.2581 1.1222
H: 0.9496 -1.1915 2.5209
C: -1.4771 -5.3989 4.5666
C: -1.0372 -4.6845 3.2118
N: -1.5926 -5.3560 2.0289
C: -1.4807 -4.4727 0.8928
C: -2.3910 -3.2303 1.0368
C: -0.8314 -6.5794 1.7439
C: -1.7823 -7.5952 1.0272
H: -1.1522 -4.7971 5.4154
H: -1.1526 -6.4364 4.6463
H: -2.5628 -5.4329 4.6572
H: -1.4388 -3.6862 3.3858
H: 0.0338 -4.4832 3.1874
H: -0.4679 -4.0818 0.7946
H: -1.7764 -5.0217 -0.0013
H: -2.1801 -2.4986 1.8167
H: -2.2977 -2.6743 0.1040
H: -3.4470 -3.4796 1.1408
H: -0.5731 -7.1435 2.6400
H: 0.1259 -6.5413 1.2240
H: -2.4407 -8.0400 1.7733
H: -1.2132 -8.4049 0.5705
H: -2.5119 -7.2314 0.3037
C: 2.5102 6.7186 0.7649
C: 1.9168 5.7072 -0.1944
N: 2.8654 4.8875 -0.9433
C: 3.7353 4.1271 -0.0203
C: 3.0309 3.0483 0.8493
C: 3.6277 5.6916 -1.9261
C: 4.2842 4.8321 -3.0338
H: 3.3721 6.4201 1.3616
H: 1.7679 7.1095 1.4608
H: 2.9431 7.5183 0.1638
H: 1.3260 5.0446 0.4380
H: 1.1611 6.2062 -0.8011
H: 4.3486 3.5520 -0.7140
H: 4.4156 4.7446 0.5662
H: 2.3331 2.4445 0.2690
H: 3.8019 2.3865 1.2440
H: 2.5254 3.5025 1.7015
H: 4.4307 6.2439 -1.4381
H: 2.9834 6.4417 -2.3847
H: 3.4334 4.4036 -3.5636
H: 4.9197 4.0128 -2.6975
H: 4.7815 5.4296 -3.7979
C: 0.0461 -1.7876 5.4515
C: 1.0771 -1.3130 6.3852
N: 2.1940 -0.8585 5.5752
C: 3.4687 -1.4044 6.0421
C: 3.5203 -2.9427 5.5917
C: 2.3057 0.6003 5.5088
C: 3.2044 1.1291 4.3428
H: -0.4778 -0.9733 4.9510
H: -0.7124 -2.2771 6.0625
H: 0.3698 -2.5002 4.6929
H: 0.6136 -0.5189 6.9705
H: 1.3059 -2.1876 6.9942
H: 3.6021 -1.2918 7.1181
H: 4.3122 -0.9727 5.5034
H: 2.6698 -3.5847 5.8211
H: 4.4155 -3.4478 5.9542
H: 3.6475 -3.0657 4.5161
H: 1.3251 0.9686 5.2072
H: 2.6038 1.0737 6.4443
H: 3.0486 0.4756 3.4844
H: 2.9568 2.1707 4.1380
H: 4.2785 1.0288 4.4989
C: -2.6687 0.8372 4.1728
C: -1.5230 1.3966 3.3643
O: -1.1914 2.6417 3.9992
C: -0.4946 3.6107 3.3392
O: -0.1740 3.4812 2.0956
C: -0.2456 4.8368 4.2267
F: -0.6526 5.9904 3.6487
F: -0.7659 4.6780 5.4292
F: 1.0504 4.8817 4.4321
H: -3.5382 1.4849 4.2850
H: -2.2785 0.5997 5.1625
H: -3.0529 -0.0694 3.7054
H: -1.8655 1.5411 2.3397
H: -0.6493 0.7454 3.3902
C: 2.3783 -3.2530 -5.4587
C: 1.6509 -4.5780 -5.1711
O: 2.5723 -5.6158 -5.2845
C: 2.2390 -6.9027 -5.2300
O: 1.0822 -7.2913 -5.2285
C: 3.4249 -7.9130 -5.1745
F: 4.5896 -7.2271 -5.2805
F: 3.3489 -8.6305 -4.0302
F: 3.3214 -8.7371 -6.2074
H: 3.1947 -3.0300 -4.7717
H: 1.7568 -2.3690 -5.3164
H: 2.7103 -3.2399 -6.4968
H: 0.9326 -4.8720 -5.9364
H: 1.2049 -4.6951 -4.1835
C: -6.3398 4.9075 -3.7802
C: -6.7223 3.5043 -3.3444
O: -5.8384 2.6606 -3.9696
C: -4.6503 2.3862 -3.4836
O: -4.2329 2.9230 -2.4235
C: -3.8693 1.4322 -4.3586
F: -4.6080 1.1411 -5.4236
F: -2.7582 2.0204 -4.8300
F: -3.6329 0.3018 -3.7364
H: -5.4279 5.3184 -3.3470
H: -7.1782 5.5527 -3.5177
H: -6.2201 4.9236 -4.8635
H: -7.7170 3.2429 -3.7054
H: -6.6317 3.4226 -2.2612
C: 3.9930 -0.5494 -1.3639
C: 5.2364 0.3181 -1.4021
O: 6.3733 -0.4077 -0.8497
C: 7.6271 0.0563 -0.9828
O: 7.8876 1.1119 -1.5709
C: 8.7468 -0.8332 -0.4578
F: 9.6286 -1.0336 -1.4548
F: 9.4124 -0.1542 0.4690
F: 8.2825 -1.9816 0.0330
H: 4.1293 -1.4131 -2.0147
H: 3.0890 -0.0461 -1.7069
H: 3.7792 -0.8547 -0.3397
H: 5.1402 1.2402 -0.8290
H: 5.4152 0.5840 -2.4439
C: 1.3904 -8.8595 -0.7367
C: 0.9917 -7.5432 -1.4728
O: 2.0703 -6.6575 -1.2827
C: 1.8767 -5.4155 -1.4928
O: 0.7770 -4.9253 -1.8288
C: 3.1672 -4.5880 -1.4552
F: 3.5490 -4.2744 -2.6764
F: 2.9543 -3.4382 -0.8171
F: 4.1914 -5.2778 -0.9682
H: 0.5728 -9.5783 -0.7908
H: 1.6209 -8.6979 0.3164
H: 2.2781 -9.2883 -1.2017
H: 0.0358 -7.1239 -1.1587
H: 0.8655 -7.7009 -2.5439
C: -8.8691 -0.5085 2.8621
C: -7.3844 -0.7475 2.6071
O: -6.8567 0.0398 1.5502
C: -5.4780 0.0187 1.2974
O: -4.6503 -0.6655 1.9380
C: -5.0398 0.9747 0.1878
F: -6.0589 1.6972 -0.2949
F: -4.0423 1.8124 0.5715
F: -4.4999 0.2847 -0.8078
H: -9.0725 0.3379 3.5180
H: -9.2190 -1.3822 3.4120
H: -9.4931 -0.3471 1.9831
H: -7.1030 -1.7843 2.4230
H: -6.8868 -0.5368 3.5537
C: -2.2073 4.5701 -0.1292
C: -2.7150 5.5860 -1.1989
O: -3.7009 6.4701 -0.6809
C: -4.0331 7.6336 -1.3327
O: -3.6058 7.9530 -2.4481
C: -5.2192 8.3899 -0.6594
F: -5.5454 7.9110 0.5627
F: -4.8200 9.6751 -0.5198
F: -6.3365 8.3244 -1.4205
H: -1.9956 5.0566 0.8230
H: -1.3028 4.0622 -0.4638
H: -3.0268 3.8720 0.0414
H: -3.1662 5.1179 -2.0738
H: -1.8392 6.1543 -1.5122
C: 0.7424 4.1633 -3.2895
C: 0.4199 3.5938 -4.6411
O: 1.0425 2.6079 -5.0581
C: -0.6174 4.2723 -5.5585
H: -0.0575 3.9646 -2.5763
H: 0.9335 5.2363 -3.2986
H: 1.6650 3.6678 -2.9870
H: -0.6188 5.3080 -5.2190
H: -1.5902 3.8516 -5.3042
H: -0.4129 4.0862 -6.6129

Forces on atoms 1 to 3 (eV/Å):
-0.706 0.335 0.739
0.088 -0.223 -0.754
-0.021 1.058 0.054

---

Record 3
A 3-piece molecular cluster, C2H10NO2 overall, computed with ωB97M-V/def2-TZVPD.

Its LUMO energy is -0.1161 Ha. The gap between HOMO and LUMO comes out at 11.9 eV. The total charge is +1. The value obtained for the HOMO energy is -15.030 eV.

Geometry (Å):
C: -0.4056 -0.4279 0.6162
C: 0.1798 -0.8766 1.7209
N: 0.4142 0.2667 -0.3865
H: -1.4326 -0.1054 0.5142
H: -0.4323 -1.1748 2.5576
H: 1.2575 -0.9819 1.7471
H: 1.4050 0.2251 -0.1394
H: 0.1912 1.2848 -0.4677
H: 0.3033 -0.1079 -1.3401
H: 0.9365 -2.4812 -2.5535
H: -0.5912 -2.4956 -2.2192
O: 0.2136 -1.9810 -2.1406
H: -1.1061 2.7295 1.3456
H: -0.2566 3.5000 0.2838
O: -0.6767 2.6261 0.4617

Forces on atoms 1 to 3 (eV/Å):
0.342 1.623 0.962
-0.534 -0.074 -1.035
0.614 0.302 -1.104

---

Record 4
C46H42ClHfN5O2SSi as an isolated structure, computed with ωB97M-V/def2-TZVPD.

Its LUMO energy is -0.0342 Ha. The gap between HOMO and LUMO comes out at 4.9 eV. The value obtained for the HOMO energy is -5.838 eV.

Geometry (Å):
Hf: 0.0364 1.1331 0.7567
Cl: -2.9920 7.4075 1.9332
C: -1.9870 5.9941 1.9887
C: -0.5955 6.1410 1.9821
C: 0.2141 5.0325 1.9893
C: -0.3253 3.7359 1.9602
O: 0.4817 2.6977 1.9074
C: -1.7407 3.6003 2.0458
C: -2.3549 2.3208 2.2280
N: -1.6943 1.2193 2.0833
C: -2.1416 -0.0666 2.3911
C: -3.4435 -0.4893 2.5022
C: -3.7338 -1.8319 2.8036
C: -2.7332 -2.7391 3.0168
C: -1.3813 -2.3388 2.9264
C: -0.2966 -3.2090 3.1634
C: 0.9783 -2.7254 3.0826
C: 1.1778 -1.3806 2.7388
N: 0.2017 -0.5384 2.4943
C: -1.0778 -1.0020 2.5924
C: -2.5499 4.7510 2.0467
H: -0.1672 7.1341 1.9691
H: 1.2918 5.1293 1.9863
H: -3.3897 2.3081 2.5733
H: -4.2502 0.2111 2.3261
H: -4.7673 -2.1443 2.8721
H: -2.9585 -3.7711 3.2543
H: -0.4915 -4.2452 3.4089
H: 1.8285 -3.3681 3.2637
H: 2.1804 -0.9773 2.6605
H: -3.6271 4.6414 2.0643
C: 0.8217 3.9322 -1.4559
C: -0.6624 4.1482 -1.3735
C: -1.1931 5.3943 -1.6736
C: -2.5592 5.6363 -1.6591
C: -3.4064 4.5817 -1.3555
C: -2.9171 3.3199 -1.0602
C: -3.8702 2.1863 -0.7940
C: -1.5170 3.0606 -1.0226
N: -1.0357 1.8263 -0.7033
H: 1.2927 4.7247 -2.0390
H: 1.0412 2.9686 -1.9207
H: 1.2890 3.9357 -0.4646
H: -0.5127 6.2001 -1.9330
H: -2.9547 6.6183 -1.8848
H: -4.4809 4.7428 -1.3572
H: -4.8553 2.5641 -0.5093
H: -3.4885 1.5250 -0.0115
H: -3.9861 1.5636 -1.6848
O: 0.6096 -0.6046 -0.1535
Si: 0.2221 -1.7354 -1.2399
C: 1.5400 -1.7005 -2.5822
C: 1.9301 -2.8219 -3.3176
C: 2.8977 -2.7270 -4.3088
C: 3.5001 -1.5048 -4.5744
C: 3.1249 -0.3773 -3.8557
C: 2.1508 -0.4763 -2.8725
C: -1.4828 -1.5983 -2.0108
C: -1.7147 -2.0156 -3.3215
C: -2.9947 -2.0232 -3.8578
C: -4.0730 -1.6247 -3.0805
C: -3.8638 -1.2070 -1.7738
C: -2.5797 -1.1857 -1.2519
C: 0.2531 -3.4534 -0.4369
C: -0.9282 -4.1341 -0.1316
C: -0.9053 -5.3821 0.4794
C: 0.3066 -5.9830 0.7910
C: 1.4941 -5.3350 0.4774
C: 1.4570 -4.0888 -0.1309
H: 1.4740 -3.7845 -3.1076
H: 3.1768 -3.6045 -4.8791
H: 4.2606 -1.4320 -5.3420
H: 3.5845 0.5809 -4.0644
H: 1.8514 0.4062 -2.3165
H: -0.8802 -2.3376 -3.9357
H: -3.1500 -2.3398 -4.8816
H: -5.0739 -1.6362 -3.4935
H: -4.7023 -0.8874 -1.1665
H: -2.4233 -0.8471 -0.2336
H: -1.8806 -3.6777 -0.3767
H: -1.8352 -5.8931 0.6994
H: 0.3265 -6.9620 1.2539
H: 2.4441 -5.8096 0.6952
H: 2.3859 -3.6102 -0.4136
S: 2.7363 1.6649 0.3528
C: 3.8374 0.4195 0.6825
N: 3.5501 -0.8662 0.4980
C: 4.5320 -1.9209 0.7033
C: 5.4621 -1.5247 1.8386
C: 6.1069 -0.1966 1.4858
N: 5.0645 0.7503 1.1167
H: 2.5872 -1.0666 0.2355
H: 5.1092 -2.0737 -0.2145
H: 4.0158 -2.8490 0.9290
H: 6.2235 -2.2860 2.0013
H: 4.8838 -1.4119 2.7592
H: 6.8128 -0.3300 0.6611
H: 6.6561 0.2073 2.3359
H: 5.2228 1.7386 1.2208

Forces on atoms 1 to 3 (eV/Å):
0.489 -0.593 -2.646
-0.038 0.043 0.006
0.038 0.009 -0.018

---

Question: Which formula does entry 4 have?
Answer: C46H42ClHfN5O2SSi